Computed, not measured: a cluster of 9 separate species, C23H61Br8O20P5 in total in a non-equilibrium geometry, with wB97M-V/def2-TZVPD.

Its gap between HOMO and LUMO is 10.3178 eV. The highest occupied orbital energy comes out at -10.04 eV. The total energy is -672585.2853 eV. The SMILES is COP(=O)(OC)OC.COP(=O)(OC)OC.COP(=O)(OC)OC.COP(=O)(OC)OC.COP(=O)(OC)OC.BrCCBr.BrCCBr.BrCCBr.BrCCBr.

Structure (XYZ):
```
117
Properties=species:S:1:pos:R:3:mulliken_charge:R:1
C 1.41 -22.60 -9.10 0.04
O 2.20 -21.72 -9.78 0.04
P 1.95 -20.12 -9.64 0.75
O 0.61 -19.55 -9.67 -0.81
O 2.66 -20.05 -8.18 -0.15
C 2.30 -18.90 -7.36 -0.38
O 3.02 -19.56 -10.70 -0.20
C 2.49 -19.10 -11.92 -0.89
H 1.32 -22.35 -8.05 0.23
H 1.75 -23.62 -9.26 -0.50
H 0.37 -22.60 -9.48 0.39
H 2.17 -19.22 -6.35 -0.30
H 1.41 -18.57 -7.82 0.55
H 3.01 -18.12 -7.56 0.27
H 1.43 -18.74 -11.76 0.36
H 2.49 -19.77 -12.79 0.27
H 3.01 -18.24 -12.35 0.28
C 1.57 -26.26 -5.43 -0.80
O 1.81 -24.86 -5.34 0.43
P 0.66 -23.84 -5.54 -0.06
O 1.19 -22.45 -5.58 -0.13
O -0.57 -24.16 -4.53 -0.36
C -0.96 -23.32 -3.49 -0.35
O -0.06 -24.34 -6.87 0.08
C -1.39 -23.89 -7.18 -1.05
H 0.77 -26.59 -4.73 0.39
H 2.52 -26.76 -5.23 0.08
H 1.31 -26.54 -6.45 0.30
H -0.17 -22.59 -3.33 0.00
H -1.21 -23.94 -2.60 0.24
H -1.87 -22.80 -3.76 0.29
H -1.71 -24.06 -8.25 0.27
H -1.55 -22.86 -6.98 0.42
H -2.11 -24.39 -6.51 0.33
C 4.96 -27.94 -7.58 -0.52
O 3.60 -27.61 -7.88 0.45
P 2.57 -28.52 -8.71 0.68
O 3.03 -28.84 -10.07 -0.72
O 1.11 -27.77 -8.78 -0.29
C 1.01 -26.68 -9.72 -0.47
O 2.21 -29.80 -7.77 -0.41
C 1.55 -29.66 -6.52 -0.41
H 5.30 -27.15 -6.91 0.04
H 5.61 -28.10 -8.50 0.23
H 4.94 -28.90 -7.03 0.31
H 1.10 -25.70 -9.26 -0.02
H 0.07 -26.82 -10.24 0.27
H 1.84 -26.61 -10.41 0.31
H 1.63 -30.62 -6.06 0.36
H 0.48 -29.41 -6.68 0.22
H 1.96 -28.92 -5.84 0.09
C 10.70 -25.06 -6.67 -0.56
O 11.64 -24.21 -7.43 -0.39
P 11.00 -23.67 -8.88 1.17
O 10.16 -24.54 -9.70 -0.68
O 10.42 -22.28 -8.45 -0.29
C 9.42 -21.68 -9.32 -0.56
O 12.38 -23.19 -9.50 -0.33
C 13.19 -24.10 -10.23 -0.70
H 9.87 -25.27 -7.34 0.21
H 10.32 -24.60 -5.75 0.26
H 11.17 -26.04 -6.38 0.27
H 8.43 -22.05 -9.03 0.16
H 9.60 -21.95 -10.40 0.32
H 9.51 -20.59 -9.28 0.30
H 13.91 -23.54 -10.86 0.24
H 12.64 -24.78 -10.86 0.32
H 13.77 -24.71 -9.53 0.28
C 3.48 -15.40 -5.78 -0.67
O 3.39 -16.05 -4.54 -0.10
P 4.76 -16.55 -3.92 0.53
O 5.89 -15.62 -4.01 -0.75
O 4.36 -17.16 -2.46 -0.17
C 3.96 -16.09 -1.54 -0.84
O 5.22 -17.98 -4.56 0.36
C 6.46 -17.94 -5.30 -0.88
H 4.26 -14.62 -5.70 0.35
H 2.43 -15.12 -6.05 0.25
H 3.84 -16.10 -6.56 0.20
H 4.08 -16.43 -0.53 0.26
H 2.90 -15.86 -1.71 0.29
H 4.57 -15.18 -1.75 0.35
H 6.77 -18.95 -5.47 0.20
H 7.25 -17.49 -4.72 0.36
H 6.31 -17.45 -6.25 0.32
Br 3.76 -24.82 -10.70 -0.22
C 5.04 -23.38 -10.75 -0.02
C 4.83 -22.52 -11.93 -0.51
Br 6.10 -21.01 -11.88 -0.21
H 6.00 -23.87 -10.67 0.61
H 4.86 -22.79 -9.81 -0.36
H 3.88 -22.00 -12.00 0.18
H 4.90 -23.03 -12.90 0.53
Br 3.52 -21.71 -1.11 -0.18
C 2.17 -21.09 -2.37 0.00
C 2.63 -19.74 -2.89 -0.02
Br 1.09 -18.72 -3.62 -0.23
H 1.36 -21.11 -1.71 0.59
H 2.05 -21.86 -3.11 -0.40
H 3.35 -19.72 -3.70 -0.26
H 3.06 -19.06 -2.15 0.41
Br 4.96 -26.98 -3.25 -0.15
C 5.74 -25.22 -3.28 0.21
C 5.94 -24.59 -1.92 -0.68
Br 7.20 -25.48 -0.70 -0.17
H 5.14 -24.47 -3.77 -0.29
H 6.70 -25.28 -3.81 0.33
H 4.96 -24.60 -1.34 0.32
H 6.30 -23.57 -2.07 0.37
Br 6.31 -24.42 -6.87 -0.22
C 4.47 -23.78 -6.91 0.65
C 4.29 -22.36 -6.58 0.34
Br 5.00 -21.78 -4.77 -0.21
H 3.93 -24.52 -6.32 -0.28
H 4.19 -24.01 -7.94 -0.37
H 3.23 -22.10 -6.58 -0.47
H 4.71 -21.76 -7.40 0.50
```